No. 1
DFT (wB97M-V/def2-TZVPD) results for a molecular structure, C34H40N4O2P2Pt.

Structure (XYZ):
```
83
Properties=species:S:1:pos:R:3:forces:R:3
Pt -0.224 1.718 -1.232 -1.1563 0.1943 0.0376
C -1.202 0.262 4.169 0.8350 -1.1919 0.2267
C -0.009 0.188 3.525 -1.2332 -0.0533 0.5304
C 0.272 -0.427 2.197 0.9550 -1.0877 -0.7661
C -0.753 -0.054 1.070 1.4131 -0.3845 0.8945
C -1.789 -1.171 1.050 -0.5201 0.7157 -1.3900
C -2.382 -1.853 2.043 -0.2068 -0.0188 -0.3872
C -1.918 -2.078 3.437 0.0479 0.9266 1.0808
C -2.205 -0.870 4.390 -0.2895 0.1370 -1.6463
C -2.213 2.503 -1.044 -0.0778 -1.6883 -1.7536
H -1.405 1.147 4.739 0.3775 0.1362 0.9553
H 0.841 0.690 3.953 -0.1533 1.2246 -0.2503
H 0.349 -1.541 2.164 -0.0777 0.5849 0.1834
H 1.309 -0.155 1.907 -0.7100 0.3595 0.1353
H -1.133 1.005 1.160 -0.2485 -1.1051 0.5860
H -0.105 0.085 0.132 -0.7795 -0.9933 0.5531
H -2.157 -1.412 0.035 -0.4961 0.5941 0.4268
H -3.392 -2.264 1.866 0.7846 -0.3452 -0.4785
H -0.825 -2.133 3.472 -0.3459 -0.5002 0.0053
H -2.336 -3.027 3.835 0.1329 0.6253 -0.2226
H -3.230 -0.482 4.332 -0.0036 -0.2382 -0.2200
H -2.116 -1.265 5.394 0.3641 0.3018 0.4653
H -2.964 1.879 -0.520 0.9643 0.1301 0.2029
H -2.383 2.324 -2.116 -0.3013 0.2226 -0.1053
H -2.350 3.545 -0.813 0.7297 0.2931 0.5140
P -0.513 -0.566 -2.545 -1.1238 -0.9492 -2.2644
P 2.603 0.077 -0.441 4.4573 -2.2444 -0.0922
N -1.373 -2.296 -2.633 -0.9844 -0.5028 0.4269
N -0.393 -0.720 -4.358 0.2483 0.8287 0.5922
N 3.205 -1.622 -0.101 -1.1657 0.1825 1.2279
N 4.372 0.523 -0.870 -0.3250 0.7594 -0.2000
C 1.025 -1.391 -2.175 0.8600 -0.1521 0.3065
C 2.162 -0.341 -2.135 -0.4376 -0.0736 -0.8686
C -2.742 -2.423 -2.518 2.3442 0.6777 0.1032
C -3.105 -3.760 -2.727 1.3271 -2.1602 -0.6596
C -1.909 -4.478 -3.001 -2.1769 0.4868 0.2269
C -0.858 -3.550 -2.939 -0.4550 1.4214 0.5462
C -0.952 0.245 -5.179 0.7146 -0.5973 -0.5871
C -0.633 -0.049 -6.495 -0.0738 -0.3571 0.6759
C 0.119 -1.269 -6.492 -0.3236 0.1169 1.1726
C 0.253 -1.664 -5.162 -0.1280 0.7236 -0.5653
C 3.286 -2.083 1.222 -0.0675 -0.7168 -0.6952
C 3.561 -3.442 1.210 -0.0952 0.9804 0.0176
C 3.650 -3.844 -0.157 -0.1035 1.0264 -0.0988
C 3.430 -2.717 -0.939 -0.1898 -0.3199 0.9597
C 5.582 -0.171 -0.712 -0.1381 0.2616 -0.6559
C 6.567 0.437 -1.489 -1.4071 0.2002 0.4971
C 5.955 1.580 -2.110 -0.5116 -0.4317 0.2945
C 4.626 1.597 -1.716 0.7500 -0.4438 0.1413
H 1.321 -2.181 -2.887 -0.3410 0.6402 0.2562
H 0.842 -1.933 -1.233 0.3336 0.3418 0.0912
H 3.022 -0.698 -2.732 -0.3127 0.4323 0.4225
H 1.820 0.619 -2.564 0.1138 -0.2281 -0.3123
H -3.334 -1.556 -2.263 -0.0708 -0.0503 -0.0513
H -4.108 -4.151 -2.686 0.0393 -0.0304 -0.0076
H -1.784 -5.528 -3.227 -0.1742 0.1271 0.0902
H 0.208 -3.732 -3.035 -0.4107 0.0317 0.0431
H -1.495 1.054 -4.728 -0.0786 0.2222 -0.0687
H -0.912 0.527 -7.361 -0.0498 0.0127 0.0247
H 0.495 -1.810 -7.351 -0.0193 0.1450 0.1776
H 0.803 -2.503 -4.751 -0.1614 0.2868 -0.2047
H 3.086 -1.417 2.056 0.1725 -0.1554 -0.2688
H 3.677 -4.055 2.097 0.0111 0.0918 -0.2749
H 3.874 -4.838 -0.511 -0.0219 0.0650 -0.1060
H 3.347 -2.649 -2.008 0.2769 0.0906 -0.0268
H 5.631 -1.061 -0.103 -0.0072 0.1214 -0.0700
H 7.589 0.098 -1.608 -0.1968 0.0888 0.1656
H 6.433 2.291 -2.777 -0.1672 -0.1557 0.1808
H 3.830 2.271 -1.970 -0.0669 0.2488 -0.0832
O -1.999 4.764 0.825 0.2893 0.8798 -1.9181
C -1.916 3.986 1.762 -0.8578 1.6163 1.6620
O -1.456 2.843 1.850 0.6679 -1.3880 -0.5358
C -2.479 4.570 3.076 -0.3971 -0.2865 1.2660
C -2.830 3.605 4.033 0.3014 0.2900 0.4027
C -3.098 3.952 5.360 -0.3363 0.1034 -0.4785
C -3.259 5.303 5.705 0.2291 -0.3157 -0.3899
C -3.068 6.287 4.724 0.1063 -0.3529 -0.2902
C -2.624 5.932 3.430 -0.1060 -0.4581 0.1227
H -2.822 2.562 3.702 0.2304 0.3846 0.2913
H -3.195 3.145 6.091 -0.2099 0.3812 -0.0564
H -3.532 5.564 6.726 0.0634 0.0786 -0.2039
H -3.265 7.337 4.971 0.2433 -0.4101 -0.1224
H -2.397 6.717 2.701 -0.0917 -0.4050 0.1936
```
Forces are in eV/Å.

Results
Net charge: 0
2S+1: 3
E_tot: -2490.70567 a.u.
HOMO-LUMO gap (spin up / spin down): 5.82 / 2.25 eV
Highest occupied orbital energy (spin up / spin down): -7.06 / -7.06 eV
LUMO energy (spin up / spin down): -1.243 / -4.812 eV

These are the Mulliken partial charges, in e, on atoms 1 to 6: atom 1 (Pt): 0.9571, atom 2 (C): -0.9495, atom 3 (C): -0.9643, atom 4 (C): -0.4006, atom 5 (C): 3.3372, atom 6 (C): -0.3766



No. 2
DFT (wB97M-V/def2-TZVPD) results for 2 unconnected molecules or ions with the total composition C34H40O4.

Structure (XYZ):
```
78
Properties=species:S:1:pos:R:3:forces:R:3
C -5.157 -1.207 1.730 -0.2100 -0.2877 0.1088
C -3.800 -1.684 1.278 0.6084 0.4000 0.2434
O -2.833 -0.804 1.891 -1.1938 -0.2807 -0.6339
C -1.551 -1.217 1.707 1.6091 0.7193 1.5426
C -0.685 -0.723 2.764 -0.9655 -1.3143 -0.7595
C 0.449 -1.543 3.114 0.8225 0.5294 0.4695
O 1.186 -1.180 4.053 -0.2641 -0.2521 0.0432
C 0.832 -2.872 2.462 -0.6190 0.1763 0.0812
C 2.009 -2.740 1.505 0.4963 0.0081 -0.1606
C 3.191 -1.879 2.010 0.1433 -0.2497 -0.0805
C 3.186 -0.430 1.487 0.1752 0.1263 -0.0748
C 3.361 0.650 2.571 0.0170 -0.1628 -0.0284
C 2.657 1.957 2.192 -0.1037 -0.2048 0.0130
C 1.134 1.885 2.319 0.0344 -0.0065 -0.1227
C 0.610 1.939 3.750 0.0147 0.1496 -0.0282
C -0.901 1.669 3.782 0.2673 0.0458 0.3328
C -1.232 0.184 3.857 0.1250 -0.6034 -0.0130
O -1.256 -1.913 0.733 -0.2815 0.1486 -0.4137
H -5.907 -1.722 1.125 -0.1962 0.0892 0.0967
H -5.317 -1.477 2.783 0.0142 0.1782 -0.2728
H -5.281 -0.125 1.617 0.0846 -0.2412 0.0167
H -3.592 -2.707 1.637 -0.1528 0.2755 -0.3067
H -3.648 -1.658 0.189 -0.2446 -0.1499 0.2097
H 1.086 -3.575 3.265 -0.0255 0.3486 0.0164
H -0.020 -3.265 1.909 0.1202 -0.1766 0.0406
H 2.391 -3.749 1.306 -0.1930 0.0912 -0.1529
H 1.617 -2.329 0.566 0.2071 -0.0971 -0.0147
H 3.177 -1.880 3.107 0.0254 0.0291 -0.2565
H 4.136 -2.354 1.704 -0.2720 0.0539 0.0807
H 4.005 -0.317 0.755 -0.2830 0.0304 0.1104
H 2.265 -0.236 0.916 0.0722 -0.0928 0.2521
H 2.964 0.268 3.522 0.0687 0.1521 -0.2394
H 4.435 0.836 2.717 -0.2144 -0.0168 0.0432
H 3.045 2.765 2.820 -0.0645 0.1155 -0.1084
H 2.887 2.188 1.146 0.2186 0.1295 0.0403
H 0.681 2.708 1.745 0.0460 0.0048 0.0882
H 0.748 0.962 1.860 0.2258 0.1889 0.0585
H 1.129 1.181 4.356 -0.2310 0.1951 -0.1257
H 0.833 2.924 4.193 -0.0396 -0.1954 -0.1621
H -1.315 2.134 4.684 -0.1437 0.0703 -0.1539
H -1.394 2.112 2.908 0.0374 0.1540 0.0079
H -2.319 0.053 3.909 0.1572 0.0974 0.0149
H -0.803 -0.179 4.800 -0.1102 0.0124 -0.1163
C -1.887 -5.277 -5.702 -0.1140 -0.1568 0.0986
C -3.086 -4.601 -5.455 0.0303 0.0014 -0.3149
C -3.202 -3.256 -5.799 0.5712 0.2259 0.3001
C -2.070 -2.600 -6.285 0.4355 -0.1616 0.8135
O -1.979 -1.202 -6.156 -0.3644 0.9729 0.2258
C -2.049 -0.650 -4.872 0.2242 -0.9149 -0.6778
C -1.089 -0.962 -3.896 -0.1031 -0.1523 -0.0647
C -1.292 -0.558 -2.590 0.4032 0.0890 0.0523
C -2.409 0.240 -2.215 -0.2253 -0.4210 0.1653
C -2.544 0.644 -0.849 0.0526 0.4609 -0.9366
C -3.703 1.381 -0.409 -1.4396 0.2635 0.1115
C -3.624 2.623 0.278 0.4373 -0.6417 -0.2925
C -4.760 3.403 0.474 -0.0327 -0.1060 0.0241
C -6.016 2.964 0.036 0.3021 -0.3810 0.1192
C -6.135 1.717 -0.594 0.1880 0.0317 0.1638
C -5.004 0.927 -0.785 0.3650 0.3138 -0.4724
C -3.300 0.631 -3.274 0.0517 0.3278 0.0916
C -3.087 0.241 -4.582 -0.1211 -0.1116 0.1641
C -0.941 -3.301 -6.716 -0.1082 0.1361 0.5820
C -0.832 -4.647 -6.368 -0.3029 -0.0853 -0.2129
H -1.780 -6.307 -5.362 -0.0068 0.2547 -0.1596
H -3.930 -5.090 -4.962 0.3615 0.0377 -0.2427
H -4.095 -2.676 -5.589 0.1035 -0.1030 0.1383
H -0.197 -1.515 -4.188 -0.3600 -0.0935 0.1729
H -0.586 -0.854 -1.812 -0.1845 0.0471 -0.1571
H -1.686 0.535 -0.183 -0.1081 -0.0458 -0.1277
H -2.630 2.968 0.572 -0.3639 0.0370 0.0698
H -4.664 4.367 0.975 -0.0252 -0.3071 -0.1436
H -6.905 3.563 0.240 0.2820 -0.1072 -0.1940
H -7.109 1.362 -0.946 0.3731 0.0983 0.2600
H -5.095 -0.051 -1.271 0.0009 0.3830 0.2443
H -4.150 1.284 -3.067 0.3975 -0.1216 0.0032
H -3.717 0.584 -5.401 -0.0273 -0.1635 0.2746
H -0.128 -2.769 -7.199 -0.0370 -0.0090 0.2046
H 0.092 -5.194 -6.586 -0.4382 0.2140 0.0311
```
Forces are in eV/Å.

Results
Net charge: 0
E_tot: -1620.39792 a.u.
HOMO-LUMO gap: 3.01 eV
ΔE to the lowest compared entry with this formula, charge and spin: 0.0 kJ/mol
Highest occupied orbital energy: -6.13 eV
LUMO energy: -3.120 eV

These are the Mulliken partial charges, in e, on atoms 1 to 6: atom 1 (C): -1.3669, atom 2 (C): -0.1347, atom 3 (O): -0.1232, atom 4 (C): -0.1531, atom 5 (C): 1.1434, atom 6 (C): 0.2974



Question: The highest E_tot belongs to which entry?
Answer: C34H40O4



Question: Which value of net charge does entry 1 give?
Answer: 0